Record 1
Formula: CH2FO2S
Source: the Open Molecules 2025 dataset
Level of theory: ωB97M-V with the def2-TZVPD basis set

```
! RIJCOSX wB97M-V def2-TZVPD def2/J DEFGRID3
* xyz -1 1
C -1.1235 0.3320 -0.0722
O 0.9921 0.8684 1.2963
O 1.6307 -2.2390 -0.1802
F 1.1027 1.0291 -1.2402
S 0.5592 0.1131 0.1426
H -1.5144 -0.3492 -0.8197
H -1.6468 0.2456 0.8734
*
```

The LUMO energy (alpha / beta) is 2.3 / 4.2 eV. The gap between HOMO and LUMO (alpha / beta) is 5.82 / 8.43 eV. The highest occupied orbital energy (alpha / beta) is -3.51 / -4.18 eV. Its energy above the lowest of the compared OMol25 structures with the same formula, charge and spin is 467.7 kJ/mol.

The net atomic charges from Löwdin, expressed in e, are: -0.299 -0.475 -0.574 -0.400 0.793 -0.024 -0.021



Record 2
Formula: C2H11N3O2
Source: the Open Molecules 2025 dataset
Level of theory: ωB97M-V with the def2-TZVPD basis set

```
! RIJCOSX wB97M-V def2-TZVPD def2/J DEFGRID3
* xyz 0 1
H 1.4790 -1.9909 0.7261
N 1.3593 -0.9983 0.5353
C 0.1120 -0.7193 0.6444
N -0.9074 -1.6389 0.9472
N -0.3473 0.5434 0.4332
C 0.5444 1.6204 0.1204
H -1.6738 -1.2230 1.4475
H -0.5249 -2.4068 1.4807
H -1.3215 0.6959 0.2858
H 0.0586 2.5811 0.2856
H 1.3864 1.6028 0.7931
H 0.9494 1.6268 -0.8907
O -3.2400 1.8861 -0.2355
H -3.0353 2.5064 0.4712
H -3.9266 2.2889 -0.7722
O 2.7778 -1.0753 -2.0678
H 2.1431 -0.7502 -1.4068
H 3.4933 -1.5436 -1.6384
*
```

The LUMO energy is 0.4 eV. The gap between HOMO and LUMO is 9.35 eV. The SMILES is [H]/N=C(\N)NC.O.O. The highest occupied orbital energy is -8.94 eV. Its energy above the lowest of the compared OMol25 structures with the same formula, charge and spin is 29.8 kJ/mol.

The net atomic charges from Löwdin, expressed in e, are: 0.049 0.094 -0.565 0.114 -0.017 -0.100 0.081 0.085 0.086 0.077 0.074 0.082 -0.052 0.040 0.042 -0.092 -0.018 0.019



Record 3
Formula: C16H34NO7S3
Source: the Open Molecules 2025 dataset
Level of theory: ωB97M-V with the def2-TZVPD basis set

```
! RIJCOSX wB97M-V def2-TZVPD def2/J DEFGRID3
* xyz -1 1
C 2.9108 4.6728 -3.5492
C 3.8977 3.4797 -3.4025
C 3.3983 2.1597 -4.0567
C 4.5463 1.1065 -3.9115
S 4.2873 -0.0020 -2.4669
O 2.9333 0.1501 -1.8801
O 4.4178 -1.3873 -3.0287
N 5.5758 0.2056 -1.4158
S 5.1108 0.9974 -0.0205
O 4.1214 0.2804 0.8199
O 4.7841 2.4386 -0.2038
S 6.8828 0.9591 1.1537
H 2.2081 4.7114 -2.6992
H 2.3752 4.6947 -4.5096
H 3.5090 5.6006 -3.4591
H 4.0654 3.2685 -2.3343
H 4.8450 3.7476 -3.9049
H 2.4671 1.8021 -3.5873
H 3.1741 2.2895 -5.1329
H 5.4676 1.6701 -3.6794
H 4.7419 0.5317 -4.8233
H 7.7813 1.5459 0.2942
C 0.7594 -2.0910 -1.1188
C 0.6471 -1.7556 0.3564
C -0.5831 -2.5485 0.7653
O -0.6278 -3.7082 -0.0766
C 0.3191 -3.5436 -1.1452
H 1.7574 -1.9400 -1.5263
H 0.0595 -1.4774 -1.6945
H 1.5271 -2.1253 0.8887
H 0.5525 -0.6893 0.5582
H -1.5006 -1.9735 0.5968
H -0.5554 -2.8587 1.8128
H 1.1625 -4.2166 -0.9557
H -0.1456 -3.8277 -2.0917
C -4.0835 -0.5064 0.5681
C -4.1238 -1.6156 -0.4680
C -5.5285 -1.4703 -1.0286
O -5.8696 -0.0820 -0.9293
C -4.9004 0.5816 -0.1057
H -3.0771 -0.1832 0.8273
H -4.5813 -0.8353 1.4811
H -3.3850 -1.4182 -1.2495
H -3.9293 -2.6065 -0.0584
H -6.2540 -2.0405 -0.4367
H -5.6028 -1.7901 -2.0695
H -4.2739 1.2028 -0.7547
H -5.4107 1.2308 0.6084
C -3.5516 -0.6357 5.4156
C -2.1682 -0.1005 5.7332
C -1.5120 -0.0996 4.3641
O -2.5539 0.1264 3.4037
C -3.8245 -0.0152 4.0561
H -4.3052 -0.3762 6.1594
H -3.5175 -1.7254 5.3292
H -2.2433 0.9223 6.1133
H -1.6228 -0.6961 6.4651
H -1.0515 -1.0679 4.1419
H -0.7522 0.6762 4.2636
H -4.2651 0.9836 4.1556
H -4.4851 -0.6265 3.4432
*
```

The LUMO energy is 2.4 eV. The gap between HOMO and LUMO is 8.35 eV. The highest occupied orbital energy is -5.95 eV.

The net atomic charges from Löwdin, expressed in e, are: -0.117 -0.259 -0.237 -0.234 0.581 -0.378 -0.407 -0.398 0.267 -0.423 -0.444 0.484 0.070 0.062 0.061 0.087 0.103 0.099 0.104 0.083 0.089 -0.164 -0.169 -0.159 -0.209 -0.155 -0.202 0.094 0.117 0.120 0.119 0.090 0.110 0.115 0.111 -0.180 -0.175 -0.208 -0.146 -0.195 0.105 0.091 0.118 0.116 0.113 0.114 0.119 0.114 -0.176 -0.177 -0.195 -0.148 -0.207 0.110 0.115 0.113 0.112 0.116 0.121 0.121 0.096



Record 4
Formula: C45H31AsN7O2S5W
Source: the Open Molecules 2025 dataset
Level of theory: ωB97M-V with the def2-TZVPD basis set

```
! RIJCOSX wB97M-V def2-TZVPD def2/J DEFGRID3
* xyz -1 1
W 0.2676 0.9115 0.1260
S 2.3854 0.9568 -1.2984
C 3.3853 0.5884 0.0719
S 2.4003 0.3977 1.4503
C 4.7535 0.4607 0.0336
C 5.4631 0.5871 -1.1959
N 6.0300 0.6896 -2.1940
C 5.4948 0.1481 1.2097
N 6.0865 -0.1051 2.1657
O -2.5462 4.0076 -1.5103
C -3.6960 3.3065 -1.4421
C -4.8425 3.9332 -1.9365
C -6.0599 3.2863 -1.9080
C -6.1645 1.9971 -1.3900
C -5.0328 1.3769 -0.9028
C -3.7891 2.0119 -0.9151
C -2.6045 1.3039 -0.3855
O -1.5152 2.0019 -0.1942
N -2.6813 0.0416 -0.1156
N -1.4536 -0.3529 0.4553
C -1.5823 -1.3075 1.3139
S -0.2406 -1.8336 2.2764
C -1.2228 -2.9686 3.2966
C -2.3722 -3.4869 2.4560
S -3.1240 -2.0865 1.5920
H -1.8339 3.4330 -1.1717
H -4.7393 4.9308 -2.3417
H -6.9386 3.7882 -2.2942
H -7.1186 1.4885 -1.3663
H -5.0825 0.3755 -0.4968
H -1.5753 -2.4258 4.1740
H -0.5684 -3.7807 3.6130
H -3.1415 -3.9658 3.0615
H -2.0158 -4.1969 1.7094
S -0.3420 1.0864 -2.4007
C 0.1536 -0.2878 -3.3580
C -0.0433 -0.2407 -4.7496
C 0.2750 -1.3185 -5.5469
C 0.7985 -2.4862 -4.9887
C 1.0030 -2.5413 -3.6244
C 0.7064 -1.4444 -2.8155
As 0.9171 -1.5445 -0.8976
C -0.1809 -3.1817 -0.7394
C -1.4824 -3.1095 -1.2301
C -2.2922 -4.2366 -1.2569
C -1.8041 -5.4567 -0.8121
C -0.5058 -5.5382 -0.3250
C 0.2960 -4.4052 -0.2781
C 2.6837 -2.3069 -0.6658
C 3.6117 -2.3173 -1.7009
C 4.8823 -2.8353 -1.4912
C 5.2386 -3.3289 -0.2459
C 4.3228 -3.3040 0.7967
C 3.0513 -2.7920 0.5875
H -0.4581 0.6600 -5.1842
H 0.1120 -1.2558 -6.6161
H 1.0407 -3.3363 -5.6129
H 1.3974 -3.4488 -3.1788
H -1.8715 -2.1657 -1.6000
H -3.3025 -4.1571 -1.6374
H -2.4280 -6.3408 -0.8524
H -0.1100 -6.4878 0.0137
H 1.3102 -4.4963 0.0898
H 3.3593 -1.8935 -2.6642
H 5.6051 -2.8135 -2.2963
H 6.2399 -3.7044 -0.0779
H 4.6081 -3.6488 1.7818
H 2.3559 -2.7414 1.4166
N 4.6728 5.9692 -0.2445
C 3.6415 5.5316 0.0090
C 2.3317 5.0264 0.3240
C 1.3493 5.8756 0.8128
C 0.1238 5.3208 1.1173
C -0.0731 3.9669 0.9182
N 0.8615 3.1361 0.4057
C 2.0565 3.6772 0.1338
H 1.5502 6.9288 0.9528
H -0.6881 5.9121 1.5141
H -1.0208 3.5267 1.1741
H 2.8218 3.0258 -0.2526
N -1.8953 2.9119 7.2614
C -1.5619 2.6044 6.2038
C -1.1525 2.2148 4.8822
C -2.0779 1.7067 3.9781
C -1.6738 1.3237 2.7094
C -0.3400 1.3976 2.2556
C 0.5414 1.9760 3.1929
C 0.1675 2.3599 4.4697
H -3.1188 1.6183 4.2640
H -2.4656 0.9714 2.0617
H 1.5756 2.1428 2.9261
H 0.9010 2.7829 5.1450
*
```

The LUMO energy is 1.8 eV. The gap between HOMO and LUMO is 6.26 eV. The highest occupied orbital energy is -4.47 eV. Its energy above the lowest of the compared OMol25 structures with the same formula, charge and spin is 0.0 kJ/mol.

The net atomic charges from Löwdin, expressed in e, are: 0.943 0.596 -1.056 0.661 -0.364 -0.256 0.150 -0.251 0.144 0.062 -0.254 -0.016 -0.091 -0.098 -0.026 -0.067 -0.477 -0.364 0.059 -0.295 -0.935 0.951 -0.475 -0.500 0.967 0.060 0.115 0.099 0.094 0.108 0.079 0.081 0.079 0.054 0.647 -0.679 -0.123 -0.096 -0.097 -0.122 -0.419 1.212 -0.356 -0.127 -0.088 -0.104 -0.097 -0.102 -0.385 -0.109 -0.079 -0.083 -0.078 -0.158 0.096 0.097 0.094 0.107 0.106 0.106 0.098 0.100 0.089 0.102 0.106 0.102 0.105 0.064 0.162 -0.172 -0.189 -0.005 -0.017 -0.106 -0.032 -0.078 0.123 0.116 0.105 0.052 0.127 -0.200 -0.256 -0.034 -0.125 -0.302 -0.181 -0.037 0.115 0.079 0.032 0.115